ORCA calculation (wB97M-V/def2-TZVPD) on the molecule C3H4N2O.

Properties
* orbital gap: 0.34872 Eh
* M: 84.1 g/mol
* E: -8202.1551 eV
* energy relative to the best compared isomer or geometry (same formula, charge and spin): 39.9 kcal per mole
* LUMO energy: 0.853 eV
* strongest force on any atom: 0.4 eV Å⁻¹

Cartesian coordinates (Å):
N1 -0.674 -1.686 0.283
C1 -0.286 -0.392 0.052
C2 0.924 0.242 0.039
C3 0.554 1.599 -0.141
N2 -0.736 1.771 -0.246
O1 -1.275 0.488 -0.127
H1 -1.606 -1.927 -0.020
H2 0.020 -2.400 0.123
H3 1.909 -0.182 0.160
H4 1.196 2.471 -0.186

Atoms 1-2, force components in eV/Å:
-0.01 -0.03 -0.05
0.10 0.08 0.03

These are the Mulliken partial charges, in e, on atoms 1 to 2: -0.47, 0.51

=====

ORCA calculation (wB97M-V/def2-TZVPD) on a structure of composition C3H4N2O.

Properties
* orbital gap (alpha / beta): 0.33302 / 0.33303 Eh
* M: 84.1 g/mol
* E: -8200.6232 eV
* energy relative to the best compared isomer or geometry (same formula, charge and spin): 75.2 kcal per mole
* LUMO energy (alpha / beta): 0.398 / 0.397 eV
* strongest force on any atom: 0.5 eV Å⁻¹

Cartesian coordinates (Å):
N1 1.401 -0.195 -0.094
C1 0.118 0.173 -0.232
C2 -0.487 1.350 0.349
N2 -1.218 0.628 1.067
C3 -0.871 -0.918 -0.466
O1 -0.596 -2.078 -0.233
H1 1.606 -1.183 -0.172
H2 2.099 0.407 0.312
H3 -0.234 2.410 0.388
H4 -1.819 -0.592 -0.920

Atoms 1-2, force components in eV/Å:
-0.12 0.02 0.14
0.12 -0.24 0.04

These are the Mulliken partial charges, in e, on atoms 1 to 2: -0.40, 0.45

=====

ORCA calculation (wB97M-V/def2-TZVPD) on the molecule C3H4N2O at a distorted geometry.

Properties
* orbital gap: 0.39483 Eh
* M: 84.1 g/mol
* E: -8199.6699 eV
* energy relative to the best compared isomer or geometry (same formula, charge and spin): 97.2 kcal per mole
* LUMO energy: 0.331 eV
* strongest force on any atom: 6.7 eV Å⁻¹

Cartesian coordinates (Å):
C1 -0.519 1.326 0.541
C2 0.335 0.094 -0.270
C3 0.092 -0.892 -1.129
N1 0.553 -2.120 -0.683
N2 1.171 -1.878 0.467
O1 0.973 -0.597 0.826
H1 -0.953 0.986 1.420
H2 -1.277 1.538 -0.232
H3 0.196 2.213 0.982
H4 -0.571 -0.670 -1.923

Atoms 1-2, force components in eV/Å:
3.65 0.88 -3.18
-0.71 0.62 6.66

These are the Mulliken partial charges, in e, on atoms 1 to 2: -0.80, 0.30

=====

ORCA calculation (wB97M-V/def2-TZVPD) on the molecule C3H4N2O.

Properties
* orbital gap: 0.39035 Eh
* M: 84.1 g/mol
* E: -8200.3414 eV
* energy relative to the best compared isomer or geometry (same formula, charge and spin): 81.7 kcal per mole
* LUMO energy: 0.770 eV
* strongest force on any atom: 0.6 eV Å⁻¹

Cartesian coordinates (Å):
C1 -1.551 0.084 0.100
C2 -0.202 -0.395 -0.375
O1 0.012 -1.474 -0.863
N1 0.798 0.640 -0.282
C3 1.993 0.272 0.366
N2 2.202 0.067 -0.835
H1 -1.463 0.848 0.876
H2 -2.129 -0.771 0.457
H3 -2.081 0.528 -0.750
H4 2.422 0.248 1.359

Atoms 1-2, force components in eV/Å:
-0.04 -0.03 0.02
-0.01 -0.30 -0.14

These are the Mulliken partial charges, in e, on atoms 1 to 2: -0.89, 0.63

=====

ORCA calculation (wB97M-V/def2-TZVPD) on the molecule C3H4N2O.

Properties
* orbital gap: 0.37122 Eh
* M: 84.1 g/mol
* E: -8201.9331 eV
* energy relative to the best compared isomer or geometry (same formula, charge and spin): 45.0 kcal per mole
* LUMO energy: 0.987 eV
* strongest force on any atom: 0.6 eV Å⁻¹

Cartesian coordinates (Å):
N1 -1.764 -0.002 -0.260
C1 -0.453 -0.284 0.031
C2 0.521 0.739 0.190
C3 1.679 0.068 0.064
O1 1.463 -1.248 -0.040
N2 0.082 -1.480 -0.031
H1 -2.181 0.755 0.256
H2 -2.362 -0.780 -0.474
H3 0.330 1.792 0.313
H4 2.686 0.440 -0.050

Atoms 1-2, force components in eV/Å:
-0.24 -0.19 0.23
0.10 -0.02 -0.23

These are the Mulliken partial charges, in e, on atoms 1 to 2: -0.46, 0.56

=====

ORCA calculation (wB97M-V/def2-TZVPD) on the molecule C3H4N2O.

Properties
* orbital gap: 0.33858 Eh
* M: 84.1 g/mol
* E: -8203.4426 eV
* energy relative to the best compared isomer or geometry (same formula, charge and spin): 10.2 kcal per mole
* LUMO energy: 0.931 eV
* strongest force on any atom: 0.2 eV Å⁻¹

Cartesian coordinates (Å):
O1 -1.127 -1.518 -1.232
C1 -0.451 -0.628 -0.471
C2 -0.127 0.659 -0.801
N1 0.556 1.126 0.310
C3 0.601 0.123 1.214
N2 -0.002 -0.959 0.772
H1 -1.174 -2.331 -0.710
H2 -0.309 1.257 -1.679
H3 0.949 2.047 0.419
H4 1.084 0.224 2.177

Atoms 1-2, force components in eV/Å:
0.01 -0.13 0.13
0.07 0.20 0.00

These are the Mulliken partial charges, in e, on atoms 1 to 2: -0.51, 0.60

=====

ORCA calculation (wB97M-V/def2-TZVPD) on the molecule C3H4N2O at a distorted geometry.

Properties
* orbital gap: 0.32157 Eh
* M: 84.1 g/mol
* E: -8201.1634 eV
* energy relative to the best compared isomer or geometry (same formula, charge and spin): 62.8 kcal per mole
* LUMO energy: 0.110 eV
* strongest force on any atom: 2.0 eV Å⁻¹

Cartesian coordinates (Å):
O1 -0.169 2.260 0.770
C1 0.062 1.182 0.251
N1 0.700 0.905 -0.938
N2 0.341 -0.364 -1.202
C2 -0.484 -0.985 -0.397
C3 -0.733 -0.042 0.713
H1 -1.569 0.680 0.780
H2 0.728 -0.764 -2.054
H3 -0.720 -2.034 -0.535
H4 -0.622 -0.454 1.718

Atoms 1-2, force components in eV/Å:
1.10 0.16 -0.26
0.11 0.65 0.12

These are the Mulliken partial charges, in e, on atoms 1 to 2: -0.60, 0.42

=====

ORCA calculation (wB97M-V/def2-TZVPD) on the molecule C3H4N2O at a distorted geometry.

Properties
* orbital gap: 0.36106 Eh
* M: 84.1 g/mol
* E: -8198.5727 eV
* energy relative to the best compared isomer or geometry (same formula, charge and spin): 122.5 kcal per mole
* LUMO energy: 0.461 eV
* strongest force on any atom: 3.1 eV Å⁻¹

Cartesian coordinates (Å):
N1 -0.726 -1.150 1.103
C1 -0.520 -0.206 0.098
C2 -1.080 0.662 -0.702
O1 0.416 1.250 -1.788
N2 1.390 0.586 -1.309
C3 1.215 -0.218 -0.360
H1 0.155 -1.377 1.545
H2 -1.449 -1.019 1.801
H3 -1.816 1.287 -1.178
H4 2.033 -0.819 0.090

Atoms 1-2, force components in eV/Å:
0.09 0.39 -0.14
2.92 0.28 -0.98

These are the Mulliken partial charges, in e, on atoms 1 to 2: -0.50, 0.33

=====

ORCA calculation (wB97M-V/def2-TZVPD) on the molecule C3H4N2O at a distorted geometry.

Properties
* orbital gap: 0.40131 Eh
* M: 84.1 g/mol
* E: -8201.4815 eV
* energy relative to the best compared isomer or geometry (same formula, charge and spin): 55.4 kcal per mole
* LUMO energy: 0.519 eV
* strongest force on any atom: 1.8 eV Å⁻¹

Cartesian coordinates (Å):
H1 2.687 -0.750 0.771
N1 2.298 -0.012 0.191
C1 1.049 -0.166 0.191
O1 0.315 0.732 -0.544
C2 -1.100 0.704 -0.601
C3 -1.550 -0.435 0.212
N2 -1.283 -1.333 0.893
H2 0.504 -0.987 0.747
H3 -1.419 0.599 -1.643
H4 -1.501 1.648 -0.217

Atoms 1-2, force components in eV/Å:
0.16 0.07 -0.05
-0.21 -0.11 0.07

These are the Mulliken partial charges, in e, on atoms 1 to 2: 0.27, -0.58

=====

ORCA calculation (wB97M-V/def2-TZVPD) on a cluster of 2 separate species, C3H4N2O in total.

Properties
* orbital gap: 0.37063 Eh
* M: 84.1 g/mol
* E: -8198.3977 eV
* energy relative to the best compared isomer or geometry (same formula, charge and spin): 126.6 kcal per mole
* LUMO energy: 0.540 eV
* strongest force on any atom: 0.8 eV Å⁻¹

Cartesian coordinates (Å):
C1 -0.510 -0.351 1.730
N1 -0.095 -1.112 2.500
O1 0.321 -1.897 3.316
H1 -0.792 0.310 0.927
C2 1.281 -0.417 -1.594
C3 0.362 0.329 -1.375
N2 -0.687 1.138 -1.034
H2 2.098 -1.070 -1.808
H3 -1.523 0.946 -1.576
H4 -0.456 2.124 -1.085

Atoms 1-2, force components in eV/Å:
0.32 -0.56 0.54
-0.28 0.50 -0.50

These are the Mulliken partial charges, in e, on atoms 1 to 2: -0.19, 0.46

=====

ORCA calculation (wB97M-V/def2-TZVPD) on the molecule C3H4N2O at a distorted geometry.

Properties
* orbital gap: 0.35057 Eh
* M: 84.1 g/mol
* E: -8200.9616 eV
* energy relative to the best compared isomer or geometry (same formula, charge and spin): 67.4 kcal per mole
* LUMO energy: 0.794 eV
* strongest force on any atom: 3.1 eV Å⁻¹

Cartesian coordinates (Å):
H1 0.414 2.586 -0.880
N1 -0.382 2.020 -0.703
C1 -0.124 0.833 -0.416
C2 -0.984 -0.225 -0.121
C3 -0.259 -1.196 0.418
N2 1.085 -1.004 0.179
O1 1.174 0.295 -0.243
H2 -2.037 -0.192 -0.291
H3 -0.512 -2.143 1.010
H4 1.624 -0.974 1.047

Atoms 1-2, force components in eV/Å:
0.91 0.55 -0.01
-0.88 0.06 -0.42

These are the Mulliken partial charges, in e, on atoms 1 to 2: 0.26, -0.69

=====

ORCA calculation (wB97M-V/def2-TZVPD) on the molecule C3H4N2O.

Properties
* orbital gap: 0.37963 Eh
* M: 84.1 g/mol
* E: -8202.3420 eV
* energy relative to the best compared isomer or geometry (same formula, charge and spin): 35.6 kcal per mole
* LUMO energy: 0.792 eV
* strongest force on any atom: 0.7 eV Å⁻¹

Cartesian coordinates (Å):
C1 0.226 -0.107 1.944
C2 0.065 0.748 0.975
N1 -0.014 1.349 -0.097
C3 0.393 0.329 -1.062
N2 -0.676 -0.414 -1.454
O1 1.538 0.161 -1.389
H1 -0.596 -0.747 2.233
H2 1.217 -0.241 2.354
H3 -0.553 -0.996 -2.267
H4 -1.601 -0.082 -1.238

Atoms 1-2, force components in eV/Å:
-0.02 0.13 0.11
0.05 -0.12 -0.10

These are the Mulliken partial charges, in e, on atoms 1 to 2: -0.75, 0.53

=====

ORCA calculation (wB97M-V/def2-TZVPD) on the molecule C3H4N2O at a distorted geometry.

Properties
* orbital gap: 0.33416 Eh
* M: 84.1 g/mol
* E: -8198.9281 eV
* energy relative to the best compared isomer or geometry (same formula, charge and spin): 114.3 kcal per mole
* LUMO energy: -0.295 eV
* strongest force on any atom: 1.5 eV Å⁻¹

Cartesian coordinates (Å):
H1 1.837 -2.270 0.485
N1 1.325 -1.496 0.065
C1 0.318 -1.195 0.785
C2 -0.638 -0.181 0.345
C3 -0.401 0.487 -0.759
N2 -0.229 1.214 -1.738
O1 -0.639 2.495 -1.178
H2 0.028 -1.724 1.697
H3 -1.613 -0.075 0.811
H4 0.012 2.745 -0.512

Atoms 1-2, force components in eV/Å:
0.08 0.11 0.00
-0.24 -0.10 0.41

These are the Mulliken partial charges, in e, on atoms 1 to 2: 0.24, -0.57

=====

ORCA calculation (wB97M-V/def2-TZVPD) on the molecule C3H4N2O.

Properties
* orbital gap: 0.35688 Eh
* M: 84.1 g/mol
* E: -8202.6029 eV
* energy relative to the best compared isomer or geometry (same formula, charge and spin): 29.6 kcal per mole
* LUMO energy: 0.871 eV
* strongest force on any atom: 0.5 eV Å⁻¹

Cartesian coordinates (Å):
O1 -1.266 1.101 -1.208
C1 -0.400 0.369 -0.448
C2 0.493 -0.657 -0.825
N1 1.185 -1.101 0.216
N2 0.755 -0.365 1.243
C3 -0.205 0.537 0.902
H1 -1.696 0.515 -1.837
H2 0.645 -1.089 -1.803
H3 1.173 -0.506 2.147
H4 -0.683 1.196 1.613

Atoms 1-2, force components in eV/Å:
-0.06 -0.01 -0.10
0.20 -0.14 0.40

These are the Mulliken partial charges, in e, on atoms 1 to 2: -0.54, 0.74

=====

ORCA calculation (wB97M-V/def2-TZVPD) on a cluster of 2 separate species, C3H4N2O in total.

Properties
* orbital gap (alpha / beta): 0.34751 / 0.34753 Eh
* M: 84.1 g/mol
* E: -8197.6428 eV
* energy relative to the best compared isomer or geometry (same formula, charge and spin): 144.0 kcal per mole
* LUMO energy (alpha / beta): 0.515 / 0.515 eV
* strongest force on any atom: 0.7 eV Å⁻¹

Cartesian coordinates (Å):
N1 0.953 1.749 -0.282
C1 -0.073 0.885 -0.123
N2 -1.276 0.772 -0.058
O1 -2.151 -0.071 0.093
H1 1.543 1.881 0.529
H2 1.477 1.652 -1.142
C2 -0.706 -1.867 0.289
C3 0.389 -1.342 0.177
H3 -1.607 -2.429 0.398
H4 1.452 -1.231 0.120

Atoms 1-2, force components in eV/Å:
0.08 -0.12 0.02
-0.70 0.04 0.04

These are the Mulliken partial charges, in e, on atoms 1 to 2: -0.42, 0.20

=====

ORCA calculation (wB97M-V/def2-TZVPD) on a cluster of 2 separate species, C3H4N2O in total at a distorted geometry.

Properties
* orbital gap (alpha / beta): 0.33459 / 0.23646 Eh
* M: 84.1 g/mol
* E: -8196.9768 eV
* 2S+1: 3
* energy relative to the best compared isomer or geometry (same formula, charge and spin): 35.6 kcal per mole
* LUMO energy (alpha / beta): 0.920 / -2.660 eV
* ⟨S²⟩: 2.013
* strongest force on any atom: 1.5 eV Å⁻¹

Cartesian coordinates (Å):
C1 -0.999 0.540 -0.792
C2 0.345 1.722 0.362
C3 -0.207 -0.257 -0.049
N1 -0.619 1.819 -0.498
N2 0.175 -2.400 0.267
O1 0.652 0.462 0.681
H1 -1.784 0.326 -1.481
H2 0.891 2.525 0.813
H3 0.883 -2.475 -0.457
H4 0.662 -2.262 1.154

Atoms 1-2, force components in eV/Å:
0.23 -0.24 0.48
-0.72 0.96 -0.71

These are the Mulliken partial charges, in e, on atoms 1 to 2: -0.29, 0.04

=====

ORCA calculation (wB97M-V/def2-TZVPD) on the molecule C3H4N2O2 at a distorted geometry.

Properties
* orbital gap: 0.41128 Eh
* M: 100.1 g/mol
* E: -10247.5538 eV
* energy relative to the best compared isomer or geometry (same formula, charge and spin): 108.6 kcal per mole
* LUMO energy: 0.847 eV
* strongest force on any atom: 5.5 eV Å⁻¹

Cartesian coordinates (Å):
O1 -1.098 -1.587 1.309
C1 -0.258 -0.666 0.667
N1 0.418 -1.126 -0.449
C2 0.658 -0.169 -1.226
C3 0.012 1.055 -0.654
N2 -0.673 0.680 0.519
O2 0.427 0.301 1.422
H1 -0.972 -1.564 2.289
H2 1.140 -0.384 -2.223
H3 0.885 1.698 -0.281
H4 -0.540 1.763 -1.373

Atoms 1-2, force components in eV/Å:
1.27 0.71 0.26
-1.39 -0.62 2.32

These are the Mulliken partial charges, in e, on atoms 1 to 2: -0.51, 0.80

=====

ORCA calculation (wB97M-V/def2-TZVPD) on a structure of composition C3H4N2O2 at a distorted geometry.

Properties
* orbital gap: 0.36669 Eh
* M: 100.1 g/mol
* E: -10246.9195 eV
* energy relative to the best compared isomer or geometry (same formula, charge and spin): 123.3 kcal per mole
* LUMO energy: 0.512 eV
* strongest force on any atom: 5.1 eV Å⁻¹

Cartesian coordinates (Å):
C1 -2.515 -0.956 0.045
C2 -0.480 -0.014 -0.068
C3 0.791 0.647 -0.099
N1 -1.107 -1.050 -0.099
N2 -2.870 0.299 0.235
O1 -1.961 1.157 0.202
O2 1.820 -0.011 0.507
H1 -2.980 -1.871 -0.197
H2 1.012 0.618 -1.259
H3 0.647 1.574 0.282
H4 1.713 -0.907 0.293

Atoms 1-2, force components in eV/Å:
2.11 2.05 0.08
-3.71 0.94 1.08

These are the Mulliken partial charges, in e, on atoms 1 to 2: -0.16, 0.63

=====

ORCA calculation (wB97M-V/def2-TZVPD) on a cluster of 2 separate species, C3H4N2O2 in total at a distorted geometry.

Properties
* orbital gap (alpha / beta): 0.22877 / 0.22817 Eh
* M: 100.1 g/mol
* E: -10243.6790 eV
* energy relative to the best compared isomer or geometry (same formula, charge and spin): 198.0 kcal per mole
* LUMO energy (alpha / beta): -2.956 / -2.983 eV
* strongest force on any atom: 3.0 eV Å⁻¹

Cartesian coordinates (Å):
C1 1.648 -0.485 0.142
C2 1.343 0.719 -0.557
C3 0.458 -0.771 0.756
N1 0.155 1.145 -0.417
N2 -0.434 0.268 0.441
O1 -2.993 -0.450 -0.688
O2 -1.592 0.370 0.921
H1 2.711 -0.957 0.080
H2 1.961 1.394 -1.181
H3 0.278 -1.652 1.380
H4 -3.534 0.420 -0.877

Atoms 1-2, force components in eV/Å:
1.11 -0.67 0.03
1.90 1.43 -1.51

These are the Mulliken partial charges, in e, on atoms 1 to 2: -0.33, 0.05

=====

ORCA calculation (wB97M-V/def2-TZVPD) on a structure of composition C3H4N2O2.

Properties
* orbital gap: 0.34857 Eh
* M: 100.1 g/mol
* E: -10249.2614 eV
* energy relative to the best compared isomer or geometry (same formula, charge and spin): 69.3 kcal per mole
* LUMO energy: 0.776 eV
* strongest force on any atom: 1.0 eV Å⁻¹

Cartesian coordinates (Å):
N1 1.811 -0.318 0.153
C1 0.437 -0.285 0.076
C2 -0.421 -0.696 -0.882
O1 -1.758 -0.545 -0.391
C3 -1.495 0.626 0.251
O2 -1.974 1.682 0.000
N2 -0.302 0.397 1.078
H1 2.212 0.511 0.569
H2 2.260 -0.558 -0.721
H3 -0.387 -0.533 -1.943
H4 -0.510 -0.127 1.927

Atoms 1-2, force components in eV/Å:
-0.19 0.12 -0.17
0.04 0.00 -0.09

These are the Mulliken partial charges, in e, on atoms 1 to 2: -0.48, 0.43